Run P
The following is a DFT calculation (ωB97M-V with the def2-TZVPD basis set) of 2 unconnected molecules or ions with the total composition C8H14S.

## Properties
frontier orbital gap	8.961	eV
net charge	0
multiplicity	1

Last column: Löwdin charge in e.
Element x y z (Å)
C: 0.32141 0.96693 1.06952  -0.07
C: -1.23410 0.99875 0.83750  -0.25
C: -0.16199 0.71335 -1.57037  -0.09
C: -0.27236 0.86988 -0.24042  -0.30
C: 0.85896 -2.25002 1.73605  -0.50
C: -1.87262 2.34407 0.99977  -0.07
C: 1.25451 0.47742 -2.17732  -0.12
C: 0.95024 -2.83154 0.38736  -0.25
S: -0.60934 -2.65020 2.40285  0.82
H: 0.86406 1.77441 1.49374  0.09
H: 0.84307 0.06421 1.60210  0.09
H: -1.66548 0.05351 1.06319  0.10
H: -1.17038 0.66913 -2.14401  0.13
H: -1.06161 3.17581 1.18888  0.12
H: -2.56741 2.41405 1.79474  0.05
H: -2.31199 2.77977 0.15474  0.05
H: 1.31972 -0.41390 -2.75292  0.02
H: 2.16367 0.37735 -1.48494  0.10
H: 1.42858 1.19619 -3.07546  0.09
H: 1.96950 -3.05230 0.23785  0.06
H: 0.85844 -2.06240 -0.29840  0.04
H: 0.28489 -3.58360 0.10457  0.04
H: -1.26435 -3.17441 1.46507  -0.18


Run Q
The following is a DFT calculation (ωB97M-V with the def2-TZVPD basis set) of a single C8H14S molecule.

## Properties
frontier orbital gap (alpha / beta)	8.099 / 7.196	eV
net charge	0
multiplicity	1

Last column: Löwdin charge in e.
Element x y z (Å)
C: -0.70426 0.24375 2.01458  -0.39
C: -0.17911 -0.64963 -0.29795  -0.03
C: -0.68067 -1.05227 1.07931  -0.40
C: 0.70673 0.51704 -0.42275  -0.47
C: -0.22872 1.66627 -0.30280  -0.56
C: 0.05990 -2.11610 1.87172  -0.09
C: 1.64355 0.51266 -1.68106  -0.05
C: -0.92028 2.08389 -1.50762  -0.17
S: -1.29377 1.74167 1.09035  0.92
H: -1.30521 0.08271 2.88610  0.07
H: 0.26825 0.49841 2.21878  0.03
H: -0.61127 -0.96480 -1.22549  0.11
H: -1.73187 -1.41825 0.91124  0.14
H: 1.33868 0.67678 0.44442  0.12
H: 1.05160 -1.72074 2.11808  0.07
H: 0.13325 -3.00312 1.23464  0.08
H: -0.36669 -2.23651 2.93026  0.11
H: 1.09310 -0.10783 -2.36108  0.05
H: 2.67822 -0.01802 -1.27026  0.14
H: 1.85342 1.46349 -2.09063  0.05
H: -0.86413 3.18750 -1.60294  0.09
H: -1.85927 1.58516 -1.66902  0.07
H: -0.23348 1.78218 -2.40460  0.10


Stability verdict: run Q, ahead by 48.5 kcal/mol


Run P
The following is a DFT calculation (ωB97M-V with the def2-TZVPD basis set) of a single C4H12N2O2 molecule.

## Properties
frontier orbital gap	9.364	eV
SMILES string	NC[C@@H](N)[C@@H](O)CO
net charge	0
multiplicity	1

Last column: Löwdin charge in e.
Element x y z (Å)
N: 0.55197 2.40860 -1.06124  -0.03
C: -0.44887 1.34640 -0.96533  -0.19
C: 0.31817 0.02420 -0.21335  -0.33
N: 1.20896 0.46020 0.81985  0.04
C: -0.83683 -0.78177 0.30648  -0.36
O: -1.78027 -1.20025 -0.63603  -0.02
C: -0.16543 -2.11277 0.98964  -0.21
O: 0.48815 -1.82437 2.18291  -0.09
H: 1.14205 2.29068 -1.88022  0.07
H: 0.08768 3.30793 -1.12917  0.06
H: -0.80799 0.97065 -1.93264  0.09
H: -1.29994 1.77053 -0.42159  0.11
H: 0.87397 -0.52285 -0.98307  0.14
H: 0.72522 1.17532 1.37251  0.11
H: 2.02440 0.90681 0.41410  0.09
H: -1.36291 -0.24656 1.10045  0.15
H: -1.33730 -1.47639 -1.44865  0.10
H: 0.49590 -2.61072 0.26257  0.12
H: -0.99952 -2.77741 1.22437  0.11
H: 1.12258 -1.10822 1.99844  0.05


Run Q
The following is a DFT calculation (ωB97M-V with the def2-TZVPD basis set) of a single C4H12N2O2 molecule.

## Properties
frontier orbital gap	9.142	eV
SMILES string	CN[C@@H](C)[C@H](O)ON
net charge	0
multiplicity	1

Last column: Löwdin charge in e.
Element x y z (Å)
C: -1.27667 0.73186 1.49137  -0.20
N: 0.05925 0.20844 1.33347  -0.04
C: 0.88096 0.68595 -0.15401  -0.23
C: 2.31328 0.24246 0.08095  -0.08
C: 0.24960 0.10877 -1.35927  -0.22
O: -0.92641 0.69766 -1.83498  0.02
O: -0.11264 -1.50960 -0.92875  -0.24
N: -1.34526 -1.83496 -0.37448  -0.04
H: -2.00767 0.30400 0.78971  0.05
H: -1.29118 1.81905 1.36211  0.07
H: -1.63744 0.52781 2.50787  0.08
H: -0.01941 -0.81355 1.33991  0.07
H: 0.76035 1.76731 -0.07664  0.13
H: 2.65331 0.57187 1.06685  0.08
H: 2.41371 -0.84738 0.07345  0.08
H: 2.98405 0.64089 -0.68745  0.08
H: 0.90956 -0.09717 -2.19840  0.15
H: -1.25769 1.28651 -1.14185  0.09
H: -1.29985 -2.84134 -0.19919  0.09
H: -2.04985 -1.64858 -1.09068  0.08


Run R
The following is a DFT calculation (ωB97M-V with the def2-TZVPD basis set) of 2 unconnected molecules or ions with the total composition C4H12N2O2.

## Properties
frontier orbital gap	10.082	eV
SMILES string	CCNC(=O)CN.O
net charge	0
multiplicity	1

Last column: Löwdin charge in e.
Element x y z (Å)
C: 2.10156 0.45011 -0.06677  -0.11
C: 1.18624 1.54568 -0.43994  -0.26
N: -0.15626 1.08945 -0.91845  0.04
C: -1.22855 0.27918 -0.44639  -0.46
O: -2.08431 -0.04305 -1.26746  0.03
C: -1.32904 0.34062 1.08353  -0.23
N: -2.10624 -0.72047 1.70845  -0.04
H: 2.80201 0.92570 0.53859  0.04
H: 1.60635 -0.43871 0.59356  0.12
H: 2.62814 0.05474 -0.97832  0.10
H: 1.56033 1.89749 -1.31666  0.07
H: 1.06158 2.32966 0.34992  0.13
H: -0.21770 1.32010 -1.90614  0.12
H: -0.45678 0.82825 1.55248  0.11
H: -2.05605 1.21169 1.38186  0.15
H: -1.41542 -1.50118 2.10667  0.11
H: -2.67611 -1.22894 1.01858  0.07
O: 0.63114 -2.68137 -0.99464  -0.10
H: 0.16406 -3.05515 -1.76748  0.05
H: -0.01492 -2.60379 -0.23137  0.05


Run S
The following is a DFT calculation (ωB97M-V with the def2-TZVPD basis set) of 3 unconnected molecules or ions with the total composition C4H12N2O2.

## Properties
frontier orbital gap	5.956	eV
net charge	0
multiplicity	1

Last column: Löwdin charge in e.
Element x y z (Å)
C: 1.18336 0.78427 -0.96344  -0.05
C: 2.11077 0.46410 0.05415  -0.13
C: 1.88209 -0.28986 1.14733  0.13
O: -0.41362 1.03949 1.94833  -0.13
N: 0.02319 0.20389 -1.17198  0.06
C: -0.02938 -1.27963 -1.17389  -0.27
N: -1.33750 -1.67754 -0.77835  0.01
H: -1.20843 0.82153 1.32685  -0.04
H: 1.30072 1.75265 -1.44545  0.14
H: 3.09390 0.92726 -0.09911  0.11
H: 1.03610 -0.93736 1.20513  0.07
H: 2.67595 -0.23425 1.88164  0.09
H: -0.73351 0.68172 -0.63185  0.13
H: 0.64867 -1.70178 -0.43566  0.08
H: 0.37658 -1.66901 -2.08586  0.12
H: -1.91497 -2.01525 -1.52597  0.06
H: -1.76906 -0.79520 -0.35814  0.02
H: -3.27464 0.53952 0.75777  -0.04
H: -0.15992 1.95188 1.78407  0.02
O: -2.38512 0.51190 0.41292  -0.40


Stability verdict: run P, ahead by 16.2 kcal/mol


Run P
The following is a DFT calculation (ωB97M-V with the def2-TZVPD basis set) of a single C4H12N2O2 molecule.

## Properties
frontier orbital gap	9.888	eV
SMILES string	CC(N)(N)CC(O)O
net charge	0
multiplicity	1

Last column: Löwdin charge in e.
Element x y z (Å)
C: -1.10776 1.41940 -1.34663  -0.03
C: 0.00671 0.44649 -0.73131  -0.66
N: 0.19301 -0.67654 -1.62246  0.07
N: 1.22993 1.18862 -0.57276  0.08
C: -0.55958 0.06881 0.64303  -0.08
C: 0.46610 -0.71939 1.55303  -0.46
O: 0.78498 -1.93913 0.91914  -0.02
O: -0.06397 -0.95354 2.82644  0.00
H: -1.07414 2.37675 -0.83436  0.07
H: -2.10480 0.98967 -1.29060  0.07
H: -0.86554 1.57099 -2.39587  0.07
H: -0.67756 -1.17377 -1.77550  0.08
H: 0.85296 -1.34386 -1.23790  0.06
H: 2.01685 0.56451 -0.43945  0.08
H: 1.40283 1.75337 -1.39607  0.08
H: -0.83559 0.96152 1.20044  0.12
H: -1.42237 -0.58808 0.51493  0.12
H: 1.37184 -0.12449 1.73253  0.14
H: 1.32410 -2.46752 1.52017  0.10
H: -0.93800 -1.35383 2.73319  0.10


Run Q
The following is a DFT calculation (ωB97M-V with the def2-TZVPD basis set) of a molecular structure, C4H12N2O2.

## Properties
frontier orbital gap	8.342	eV
net charge	0
multiplicity	1

Last column: Löwdin charge in e.
Element x y z (Å)
C: 0.38812 -1.39470 0.47834  -0.21
C: 0.84296 -0.09069 1.76359  -0.19
C: 0.37823 1.27307 1.62898  -0.20
O: -0.99055 -1.52654 0.17108  -0.11
H: -1.49605 -1.02534 0.82151  0.09
H: 0.69710 -2.23939 1.10952  0.08
H: 0.97899 -1.51443 -0.43215  0.06
H: 1.92349 -0.21706 1.74072  0.08
H: 0.41071 -0.62562 2.60592  0.07
H: -0.01018 1.43206 0.35332  0.07
H: 1.14038 2.04246 1.71539  0.05
H: -0.51958 1.52181 2.18956  0.05
N: -0.23233 -0.50107 -2.43113  0.11
C: 0.28111 0.46862 -1.62184  -0.25
O: -1.80324 1.15367 -0.95419  -0.06
N: -0.41372 1.36232 -0.97493  -0.07
H: -2.18901 1.38670 -1.80970  0.10
H: 0.40080 -1.25482 -2.64971  0.10
H: -1.13958 -0.84427 -2.14010  0.09
H: 1.35236 0.59324 -1.56416  0.14


Run R
The following is a DFT calculation (ωB97M-V with the def2-TZVPD basis set) of 2 unconnected molecules or ions with the total composition C4H12N2O2.

## Properties
frontier orbital gap	10.144	eV
SMILES string	CNCC(=O)NC.O
net charge	0
multiplicity	1

Last column: Löwdin charge in e.
Element x y z (Å)
C: -0.04968 2.25527 -1.50515  -0.09
N: 1.17551 1.41450 -1.29218  -0.10
C: 0.88011 0.06409 -0.91178  -0.19
C: -0.11301 -0.11740 0.18731  -0.43
O: -0.18417 0.66031 1.12731  0.03
N: -1.17951 -1.03346 0.07996  0.01
C: -0.93632 -2.43833 -0.09552  -0.11
H: 0.22946 3.30916 -1.41727  0.08
H: -0.74783 2.13180 -0.68957  0.06
H: -0.33662 2.08289 -2.54400  0.08
H: 1.78571 1.91151 -0.66259  0.10
H: 0.60755 -0.49319 -1.83206  0.13
H: 1.74812 -0.60897 -0.75498  0.14
H: -1.85540 -0.79715 0.78888  0.13
H: -0.39511 -2.66892 -1.01606  0.08
H: -0.38271 -3.00340 0.66019  0.09
H: -1.88552 -2.96438 -0.29922  0.09
O: 0.42862 -0.23787 3.58660  -0.10
H: 1.18637 0.32814 3.79134  0.03
H: 0.02445 0.20540 2.79879  -0.01


Stability verdict: run P, ahead by 19.3 kcal/mol


Run P
The following is a DFT calculation (ωB97M-V with the def2-TZVPD basis set) of 2 unconnected molecules or ions with the total composition C4H12N2O2.

## Properties
frontier orbital gap	10.364	eV
SMILES string	N[C@@H]1O[C@@H]1N.CCO
net charge	0
multiplicity	1

Last column: Löwdin charge in e.
Element x y z (Å)
N: 1.72850 1.79686 0.25330  0.08
C: 1.87567 0.60695 -0.52427  -0.37
O: 0.68869 -0.16293 -0.64213  -0.06
C: 1.81435 -0.66700 0.18380  -0.31
N: 1.72019 -0.69295 1.58070  0.08
H: 1.32407 2.54461 -0.29986  0.09
H: 2.61590 2.08598 0.64133  0.09
H: 2.44441 0.64991 -1.45972  0.14
H: 2.31208 -1.53572 -0.23938  0.14
H: 1.27383 0.14940 1.93097  0.08
H: 1.31056 -1.54969 1.94311  0.09
C: -2.35820 -0.11770 0.49853  -0.09
C: -2.24968 -0.23706 -1.01968  -0.35
O: -1.82118 -1.50977 -1.42500  -0.10
H: -2.90600 -0.96508 0.91424  0.07
H: -2.87569 0.80660 0.75999  0.07
H: -1.35214 -0.07328 0.92161  0.05
H: -1.44523 0.51990 -1.37422  0.12
H: -3.22708 -0.10016 -1.48473  0.11
H: -0.87305 -1.54888 -1.15861  0.07


Run Q
The following is a DFT calculation (ωB97M-V with the def2-TZVPD basis set) of 2 unconnected molecules or ions with the total composition C4H12N2O2.

## Properties
frontier orbital gap	9.091	eV
SMILES string	C=C(O)ON.CCN
net charge	0
multiplicity	1

Last column: Löwdin charge in e.
Element x y z (Å)
C: -1.02291 -0.62645 2.05285  0.05
C: -1.47834 -0.21938 0.87438  -0.51
O: -1.63748 -1.00850 -0.19597  0.06
O: -1.80113 1.12028 0.71797  -0.09
N: -2.29116 1.42172 -0.59152  0.05
H: -0.92622 0.06841 2.86086  0.06
H: -0.77740 -1.65805 2.20519  0.06
H: -2.00109 -0.44952 -0.91090  0.09
H: -1.65466 2.11696 -0.97066  0.10
H: -3.19810 1.86005 -0.44993  0.11
C: 1.40258 0.73111 -0.87587  -0.11
C: 2.28711 -0.50490 -0.65052  -0.34
N: 1.62318 -1.62470 -0.00791  -0.01
H: 0.60631 0.50441 -1.58307  0.06
H: 1.99550 1.55262 -1.27397  0.06
H: 0.95378 1.04687 0.06595  0.06
H: 3.14292 -0.22849 -0.01874  0.10
H: 2.67579 -0.85228 -1.61362  0.10
H: 1.29882 -1.34958 0.91138  0.04
H: 0.80248 -1.90060 -0.54591  0.06


Stability verdict: run P, ahead by 22.5 kcal/mol


Run P
The following is a DFT calculation (ωB97M-V with the def2-TZVPD basis set) of 2 unconnected molecules or ions with the total composition C4H12N2O2.

## Properties
frontier orbital gap	10.193	eV
SMILES string	CC(C)NC(N)=O.O
net charge	0
multiplicity	1

Last column: Löwdin charge in e.
Element x y z (Å)
C: 0.89021 -0.20839 -1.55057  -0.07
C: 0.33897 0.93524 -0.58979  -0.42
C: 0.48103 0.53986 0.82951  -0.06
N: -1.11464 1.14215 -0.83011  0.02
C: -1.93796 -0.06538 -0.92095  -0.52
N: -3.31916 0.26785 -0.87249  0.09
O: -1.75915 -1.26068 -0.71181  0.04
H: 1.92979 0.19519 -1.92898  0.10
H: 0.84686 -1.18956 -0.95533  0.09
H: 0.34167 -0.39879 -2.46997  0.05
H: 0.70082 2.00838 -0.94618  0.17
H: 1.48638 0.72959 1.09301  0.08
H: 0.36264 -0.40668 1.06175  0.03
H: -0.36296 1.11698 1.18764  0.10
H: -1.36284 1.83964 -1.54191  0.13
H: -3.53313 1.27908 -0.93974  0.09
H: -3.94750 -0.34699 -0.36066  0.10
O: 3.06101 -2.27806 3.35594  -0.05
H: 3.75431 -1.74197 2.84687  0.08
H: 3.14366 -2.15745 4.24379  -0.04


Run Q
The following is a DFT calculation (ωB97M-V with the def2-TZVPD basis set) of 2 unconnected molecules or ions with the total composition C4H12N2O2.

## Properties
frontier orbital gap	10.177	eV
SMILES string	CCC(=O)NCN.O
net charge	0
multiplicity	1

Last column: Löwdin charge in e.
Element x y z (Å)
C: 0.37955 0.11689 -1.69601  -0.09
C: 0.68991 1.05017 -0.52535  -0.15
C: -0.25153 1.12704 0.64734  -0.48
O: -1.07618 2.01677 0.76485  0.05
N: -0.13140 0.25337 1.73731  0.06
C: 1.02228 -0.65398 1.88529  -0.28
N: 1.07001 -1.79607 1.02393  0.04
H: 0.88067 -0.85766 -1.64727  0.06
H: -0.61894 -0.25431 -1.86184  0.05
H: 0.67503 0.50778 -2.67234  0.08
H: 1.75622 1.15541 -0.36040  0.12
H: 0.48828 2.04530 -0.98001  0.12
H: -0.83401 0.23141 2.44575  0.12
H: 1.91734 -0.03752 1.83045  0.11
H: 1.05844 -0.93079 2.94809  0.12
H: 0.66195 -2.69178 1.22160  0.07
H: 1.02760 -1.47492 0.07951  0.02
O: -3.25843 -0.04087 -1.66311  -0.06
H: -2.68671 0.31122 -2.35053  0.02
H: -2.77008 -0.07746 -0.82726  0.03


Stability verdict: run Q, ahead by 22.5 kcal/mol